Record 1
121
Properties=species:S:1:pos:R:3:forces:R:3 method="wB97M-V/def2-TZVPD" e_homo_ev=-1.814 total_energy_ha=-4576.49794 charge=-2 relative_energy_kcal_mol=1.2 e_lumo_ev=3.535
Cs 0.86347 0.52569 -0.33333 0.14 -0.22 0.46
S 0.62564 2.57681 -2.91778 -0.06 0.08 -0.08
P 1.80344 1.13670 -3.73470 -0.07 -0.05 -0.27
C 2.28952 -0.14514 -2.85091 0.28 0.05 -0.17
P 2.43291 -1.78235 -2.80331 -0.14 0.06 -0.22
S 2.42367 -2.69617 -1.02039 -0.09 0.05 0.09
C 3.92556 -2.40205 -3.71182 0.03 0.03 0.03
C 4.45168 -3.66952 -3.47800 -0.02 -0.02 -0.02
C 5.54731 -4.12308 -4.19920 0.00 -0.01 0.00
C 6.13769 -3.31069 -5.16013 0.01 0.01 -0.01
C 5.62847 -2.04027 -5.39069 0.04 -0.02 -0.01
C 4.53096 -1.59295 -4.66634 -0.04 -0.01 0.01
C 1.10841 -2.58885 -3.82095 0.01 -0.02 0.01
C -0.10825 -2.89954 -3.21567 0.00 0.02 0.01
C -1.16846 -3.39758 -3.95664 -0.03 -0.02 -0.01
C -1.02777 -3.60943 -5.32294 -0.01 0.00 0.00
C 0.17852 -3.30921 -5.93629 0.01 0.00 -0.01
C 1.23468 -2.79942 -5.19191 0.00 0.01 0.02
C 3.23232 2.09979 -4.40288 0.02 -0.01 0.03
C 4.51749 1.78135 -3.98783 0.01 0.00 0.00
C 5.61139 2.50498 -4.45121 0.02 0.01 -0.02
C 5.42492 3.54816 -5.34541 0.00 0.00 -0.01
C 4.13824 3.87325 -5.76672 0.02 0.01 0.00
C 3.05101 3.15904 -5.29054 -0.02 0.01 0.01
C 0.95170 0.65430 -5.30514 0.00 0.04 -0.02
C -0.41836 0.40063 -5.27758 0.01 -0.05 0.03
C -1.07655 -0.07637 -6.39947 -0.02 0.00 -0.02
C -0.37835 -0.29395 -7.58107 0.00 0.01 -0.01
C 0.98533 -0.04467 -7.62236 -0.01 0.00 -0.02
C 1.64386 0.41788 -6.48993 0.04 -0.02 0.03
H 3.99395 -4.28377 -2.71167 0.00 0.00 0.00
H 5.94811 -5.11215 -4.00685 0.00 0.00 0.00
H 6.99804 -3.66328 -5.71821 0.00 0.00 0.00
H 6.08982 -1.39199 -6.12739 0.00 0.00 0.00
H 4.13477 -0.59704 -4.82141 -0.03 -0.04 -0.04
H -0.20157 -2.76450 -2.14303 0.01 -0.01 -0.01
H -2.10828 -3.62883 -3.46687 0.02 0.00 -0.01
H -1.85553 -3.99925 -5.90468 0.00 0.00 0.00
H 0.29741 -3.45392 -7.00418 0.00 0.00 0.00
H 2.16445 -2.55787 -5.69112 0.03 0.01 0.00
H 4.63589 0.95087 -3.29852 0.00 0.06 0.03
H 6.60966 2.24666 -4.11661 0.00 0.00 0.00
H 6.27567 4.11005 -5.71454 0.00 0.00 0.01
H 3.98690 4.69227 -6.46114 0.00 0.00 0.00
H 2.04385 3.42414 -5.59236 0.01 0.00 0.00
H -0.96234 0.59177 -4.35960 0.00 0.01 0.00
H -2.13948 -0.28451 -6.35176 0.00 0.00 0.00
H -0.89369 -0.66320 -8.46051 0.00 -0.01 0.00
H 1.54297 -0.21778 -8.53627 0.00 0.00 0.00
H 2.71207 0.59983 -6.53377 0.00 0.00 0.01
C -4.53548 0.80528 0.17761 0.00 0.01 0.02
P -2.80685 0.25862 0.55538 -0.07 -0.03 0.01
C -2.91611 0.66610 2.36459 0.02 -0.08 -0.02
N -3.65640 -0.07907 3.13445 -0.04 -0.02 -0.04
C -3.76822 0.26882 4.44615 0.00 -0.02 0.02
C -4.48619 -0.56321 5.33286 -0.01 0.00 0.01
C -4.62356 -0.20451 6.64465 0.01 0.00 0.00
C -4.05480 0.99843 7.12060 -0.01 -0.01 -0.01
C -3.35771 1.81628 6.27630 -0.03 0.02 0.01
C -3.19863 1.45902 4.91918 0.00 0.01 -0.02
N -2.47384 2.26177 4.09365 -0.01 0.03 -0.03
C -2.26977 1.86426 2.86663 0.05 0.03 0.07
P -1.02025 2.82688 1.86501 -0.03 -0.07 0.02
C -0.21271 3.70675 3.25510 0.04 -0.01 -0.02
C -2.04163 4.20851 1.07766 0.02 0.01 -0.02
C -2.41376 3.77915 -0.34476 -0.01 0.03 0.02
C -1.11932 5.42749 0.96400 -0.01 0.02 0.00
C -3.28933 4.58565 1.87063 0.00 0.00 0.00
C -2.96472 -1.60348 0.34986 -0.02 0.02 -0.06
C -2.98953 -1.79363 -1.17619 0.01 0.00 0.03
C -4.19583 -2.28609 0.94686 0.00 0.02 -0.04
C -1.70889 -2.27904 0.89639 0.05 -0.05 0.06
H -5.26536 0.27136 0.78580 -0.01 -0.02 0.00
H -4.75274 0.66306 -0.88105 -0.01 -0.01 -0.01
H -4.62694 1.86938 0.39696 -0.01 -0.01 0.00
H -4.90584 -1.48142 4.94186 0.00 0.00 0.00
H -5.16220 -0.84738 7.32977 0.00 0.00 0.00
H -4.16531 1.26344 8.16484 0.01 0.00 0.00
H -2.89564 2.73479 6.61533 0.01 0.00 0.00
H -0.89494 4.31219 3.85043 -0.01 0.01 0.01
H 0.59285 4.32178 2.85104 -0.02 -0.02 0.01
H 0.23114 2.93240 3.88096 -0.01 0.00 0.02
H -1.52608 3.55467 -0.94030 0.01 0.00 0.00
H -2.96462 4.58587 -0.84128 0.00 0.01 0.00
H -3.04084 2.89020 -0.35601 0.03 0.03 -0.02
H -0.17414 5.16635 0.48141 0.00 0.00 0.00
H -0.90371 5.87054 1.93776 -0.01 -0.01 -0.03
H -1.60590 6.18702 0.34429 -0.01 0.01 -0.01
H -4.02027 3.77370 1.87406 0.00 0.00 0.01
H -3.76550 5.46411 1.42011 0.00 0.00 0.00
H -3.05324 4.81770 2.91180 0.00 -0.01 -0.01
H -3.89887 -1.39060 -1.62751 -0.02 0.02 -0.01
H -2.95520 -2.86446 -1.39767 0.00 0.01 0.01
H -2.12980 -1.32795 -1.66346 -0.02 0.00 0.00
H -5.12849 -1.86377 0.56852 -0.01 0.01 -0.01
H -4.20304 -2.21887 2.03063 0.01 0.01 0.03
H -4.17498 -3.34264 0.65749 0.00 0.01 0.01
H -0.78660 -1.91389 0.43828 -0.05 0.01 -0.01
H -1.76389 -3.34990 0.67364 0.02 -0.01 0.02
H -1.60370 -2.14961 1.97369 0.00 0.02 0.00
C 1.77494 -2.40871 9.32151 0.00 0.00 -0.01
C 1.49071 -1.90200 7.93115 0.01 -0.03 0.00
C 1.04669 -0.60997 7.70781 -0.05 -0.01 0.00
C 0.78268 -0.12826 6.42531 -0.01 0.00 0.02
C 0.30793 1.29148 6.28713 0.05 0.00 -0.02
C 0.97392 -0.95584 5.30757 -0.02 -0.05 -0.03
Te 0.63937 -0.27114 3.32173 0.00 0.16 0.19
C 1.41724 -2.27699 5.52812 0.00 0.03 0.01
C 1.63358 -3.22900 4.38611 0.00 0.00 -0.01
C 1.66503 -2.72115 6.82195 0.01 0.00 0.02
H 1.54162 -1.64791 10.06831 0.00 0.00 0.00
H 2.82696 -2.68167 9.44075 0.00 0.00 0.00
H 1.18192 -3.29756 9.55241 0.00 0.00 0.00
H 0.88922 0.05158 8.55635 0.00 0.00 0.00
H -0.04683 1.67810 7.24605 0.01 0.00 0.01
H -0.49138 1.36526 5.55052 0.01 0.01 0.01
H 1.11845 1.93624 5.93336 -0.02 -0.01 -0.04
H 2.37354 -2.83923 3.68461 0.00 0.00 0.00
H 0.71786 -3.35348 3.80443 0.00 0.00 0.00
H 1.96306 -4.20367 4.75250 0.00 -0.01 0.00
H 2.00776 -3.74296 6.96598 0.00 0.00 0.00


Record 2
73
Properties=species:S:1:pos:R:3:forces:R:3 method="wB97M-V/def2-TZVPD" e_homo_ev=-11.044 total_energy_ha=-1501.26730 charge=+1 relative_energy_kcal_mol=18.1 e_lumo_ev=-4.661
C 0.97634 0.57816 3.04829 0.24 -0.17 0.15
O -0.07221 0.77407 2.07557 -0.84 -0.75 -0.55
C -0.88670 -0.25914 1.84414 0.65 0.99 1.98
C -2.29788 0.00881 2.04540 -0.75 -0.03 -0.48
C -3.12607 -1.07223 2.41866 0.21 -0.11 -0.24
C -4.38321 -0.86081 2.95517 0.05 0.00 -0.14
C -4.86126 0.43904 3.16500 0.12 -0.32 -0.03
C -6.16301 0.61187 3.90700 0.03 0.18 0.20
C -4.07800 1.51479 2.71082 0.04 0.15 -0.26
C -2.84332 1.31716 2.09893 0.06 -0.39 0.21
H 1.59525 1.47188 2.97566 0.04 -0.34 0.06
H 0.52009 0.50101 4.04534 0.08 0.02 -0.30
H 1.56672 -0.32743 2.82937 -0.17 0.38 -0.02
H -0.49455 -1.22230 2.22668 -0.49 0.44 -0.43
H -2.75816 -2.08734 2.26316 -0.12 0.27 0.26
H -5.00157 -1.71987 3.22706 0.22 0.29 -0.01
H -6.36671 1.65830 4.14436 0.09 -0.10 -0.04
H -7.03814 0.22567 3.36776 0.36 -0.01 -0.06
H -6.09650 0.05445 4.85237 -0.09 0.17 -0.22
H -4.45256 2.53182 2.84330 0.09 -0.29 -0.12
H -2.28135 2.15327 1.68101 -0.09 -0.14 0.39
C 1.13117 3.31473 0.44661 -0.12 0.19 -0.06
N 1.22594 2.03184 -0.21165 1.04 -0.66 1.17
C 2.23914 1.14034 0.06977 0.27 0.69 1.67
O 3.05875 1.25491 0.98228 -0.86 -0.15 -1.02
C 2.15081 0.00111 -0.92127 -0.30 0.32 0.44
C 3.31931 0.13856 -1.91198 0.37 0.16 -0.25
C 4.32757 -0.98744 -1.96365 0.18 -0.20 0.06
C 4.87040 -1.31629 -3.21550 -0.02 -0.27 0.28
C 5.86120 -2.29503 -3.32479 0.01 0.05 0.33
C 6.34192 -2.93289 -2.17014 -0.31 0.28 0.04
C 5.79851 -2.60777 -0.91778 -0.13 0.21 -0.17
C 4.79287 -1.63147 -0.80660 0.19 -0.23 -0.47
N 0.84727 0.27618 -1.54925 -0.08 -0.98 -0.31
C -0.24130 -0.51420 -1.27935 0.48 0.38 0.58
C -0.40937 -1.20459 -0.10217 0.79 -1.08 -0.92
C -1.44056 -2.25083 -0.04922 -0.23 -0.96 -0.04
C -1.21956 -3.37953 0.76929 -0.47 0.56 -0.13
C -2.24831 -4.29167 0.99575 -0.17 -0.08 -0.43
C -3.46342 -4.15073 0.30292 0.16 0.27 0.20
C -3.65621 -3.07278 -0.57621 0.31 -0.17 -0.08
C -2.63848 -2.13530 -0.77723 -0.01 -0.28 0.63
C 0.62836 1.72661 -1.47721 0.10 -0.04 -1.12
C 1.40473 2.43178 -2.59426 -0.38 0.08 -0.64
C 0.67799 3.75883 -2.79342 0.23 0.46 -0.11
C -0.74926 3.58067 -2.22061 -0.32 0.40 -0.12
C -0.83758 2.17244 -1.60234 0.21 -0.03 -0.22
H 1.64548 3.24185 1.41422 -0.11 0.10 -0.41
H 1.58733 4.10319 -0.17231 -0.03 -0.14 0.38
H 0.07363 3.56896 0.60812 0.32 -0.06 0.05
H 2.16902 -0.97431 -0.41623 0.03 0.37 -0.25
H 2.89635 0.27426 -2.91476 0.17 0.01 0.25
H 3.87193 1.05972 -1.64306 -0.17 -0.35 -0.28
H 4.49107 -0.80046 -4.10467 0.21 -0.25 0.29
H 6.26017 -2.55387 -4.30841 -0.08 0.09 0.36
H 7.14391 -3.67112 -2.24642 -0.34 0.21 0.04
H 6.16537 -3.10512 -0.01552 -0.10 0.17 -0.34
H 4.38355 -1.36192 0.17480 0.24 -0.10 -0.36
H -0.95542 -0.59519 -2.10845 -0.07 0.39 0.69
H 0.51508 -1.41082 0.46699 -0.58 0.21 -0.33
H -0.24478 -3.50220 1.24856 -0.30 0.03 -0.01
H -2.09636 -5.11399 1.70153 -0.09 0.21 -0.39
H -4.26047 -4.88015 0.45568 0.22 0.26 -0.03
H -4.59502 -2.96113 -1.12625 0.33 -0.14 0.23
H -2.77885 -1.30729 -1.47898 -0.13 -0.26 0.40
H 2.46938 2.55212 -2.35215 -0.41 -0.03 -0.09
H 1.32181 1.80554 -3.49317 0.07 0.22 0.14
H 1.21504 4.55428 -2.26037 -0.22 -0.09 -0.22
H 0.65859 4.03903 -3.85528 -0.01 0.00 0.35
H -0.96168 4.34120 -1.45945 0.03 -0.10 -0.23
H -1.48069 3.71852 -3.02744 0.04 -0.10 0.37
H -1.36725 1.49531 -2.28431 0.16 0.19 0.13
H -1.35627 2.13495 -0.62968 0.20 0.01 -0.35


Result set for frontier orbital gap: 5.35, 6.38 eV, one per record in the order listed.